Entry 1:
Here is one molecule with the formula C4H7NO at a distorted geometry from the Open Molecules 2025 dataset. Energies are from ωB97M-V/def2-TZVPD.

As for the molecular weight: 85.106 g mol⁻¹. Its frontier orbital gap is 11.27 eV. As for the relative energy (zero: lowest compared OMol25 entry of this formula, charge and spin): 25.8 kcal per mole. The LUMO energy is 0.79 eV. Its SMILES is N#CCCCO.

```
13
Properties=species:S:1:pos:R:3:forces:R:3:nbo_charge:R:1
N -2.3960 0.8980 1.0314 0.853 0.189 -0.692 -0.348
C -1.4593 1.0376 0.3664 -0.826 -0.064 0.522 0.298
C -0.2884 1.1284 -0.5158 0.008 0.052 -0.025 -0.514
C 0.2780 -0.2663 -0.8254 -0.047 -0.056 -0.014 -0.414
C 0.9313 -0.9320 0.3936 0.282 -0.036 -0.246 -0.062
O 0.2622 -0.6982 1.6115 -0.210 -0.129 0.025 -0.710
H -0.6120 1.6201 -1.4394 0.067 -0.058 0.129 0.252
H 0.4686 1.7667 -0.0467 -0.137 -0.102 -0.008 0.251
H 1.0278 -0.1768 -1.6210 -0.124 -0.026 0.133 0.221
H -0.5301 -0.8920 -1.2232 0.085 0.076 0.091 0.208
H 1.9330 -0.5172 0.5431 -0.086 -0.036 -0.047 0.176
H 1.0499 -2.0082 0.1948 -0.010 0.166 0.037 0.167
H -0.6650 -0.9601 1.5308 0.147 0.024 0.095 0.476
```
Positions in Å, forces in eV/Å.

***

Entry 2:
Here is C26H74B4O14S10 as an isolated structure at a distorted geometry from the Open Molecules 2025 dataset. Energies are from ωB97M-V/def2-TZVPD.

As for the molecular weight: 974.782 g mol⁻¹. Its frontier orbital gap is 8.64 eV. The LUMO energy is 0.39 eV.

```
128
Properties=species:S:1:pos:R:3:forces:R:3:lowdin_charge:R:1
C 0.2969 2.5344 3.6191 0.129 -0.303 0.034 0.044
C 1.2732 1.6992 3.2251 0.185 0.123 -0.445 -0.011
B 0.9207 0.5274 2.2823 0.222 0.600 -0.603 -0.550
O -0.4070 0.0742 2.2706 0.033 0.461 -0.418 0.263
B -0.9342 -0.1224 0.9929 0.027 0.287 -0.055 -0.571
C -2.4580 0.0911 0.7414 0.062 -0.224 0.291 -0.088
C -3.1970 -1.1584 1.2857 0.992 0.195 -0.086 -0.088
O -0.0287 -0.5442 0.0210 -0.311 -0.628 0.608 0.249
B 1.0845 -1.0614 0.6952 0.473 0.194 -0.488 -0.375
B 1.4944 -2.7305 0.7311 0.238 0.024 -0.289 -0.280
O 1.6316 -3.4282 -0.4676 -0.560 -0.433 0.482 0.114
C 1.7075 -3.5122 2.0723 -0.065 -0.036 -0.057 -0.156
C 0.6257 -3.1936 3.1233 -0.034 0.254 -0.071 -0.086
O 1.8035 -0.1156 1.4230 -0.453 -0.291 0.516 0.286
H -0.4740 2.8096 2.9085 -0.837 -0.716 0.590 0.069
H 0.2164 2.9171 4.6304 0.576 1.092 -0.336 0.068
H 2.2951 1.8495 3.5683 -0.200 -0.656 0.947 0.089
H -2.7520 0.9457 1.3554 -0.189 0.127 -0.267 0.114
H -2.6921 0.2630 -0.3096 -0.057 0.107 0.026 0.093
H -2.7515 -2.0480 0.8282 -0.397 -0.126 -0.128 0.075
H -2.9668 -1.2257 2.3491 -0.450 -0.066 0.092 0.070
H -4.2668 -1.1080 1.1082 -0.031 -0.118 0.100 0.061
H 0.8078 -3.4093 -0.9696 0.380 0.426 -0.439 0.104
H 2.6923 -3.2834 2.4961 0.048 -0.116 -0.049 0.093
H 1.6784 -4.5787 1.8370 0.219 -0.032 0.106 0.101
H 0.8810 -2.2976 3.6941 -0.027 -0.020 0.034 0.079
H 0.4961 -4.0231 3.8161 0.106 0.009 0.034 0.066
H -0.3483 -2.9860 2.6679 -0.005 -0.084 -0.010 0.075
C -6.8842 -1.9466 2.8633 0.005 -0.079 -0.050 -0.274
S -6.4538 -0.8547 4.2234 -0.105 0.069 0.020 0.809
O -5.0820 -0.3522 3.9584 0.069 0.007 0.018 -0.550
C -6.3078 -2.1457 5.4636 0.017 -0.088 0.035 -0.271
H -6.9783 -1.3365 1.9674 0.006 0.029 0.015 0.049
H -6.0946 -2.6857 2.7274 0.027 0.025 0.013 0.058
H -7.8353 -2.4339 3.0777 -0.010 0.018 0.002 0.051
H -5.5585 -2.8706 5.1457 0.018 0.027 -0.021 0.059
H -7.2760 -2.6272 5.6007 -0.008 0.015 0.006 0.052
H -5.9965 -1.6751 6.3936 0.003 0.032 -0.012 0.049
C -3.7911 2.5370 5.5327 0.022 -0.139 0.010 -0.261
S -3.8392 4.1743 4.8059 -0.036 -0.037 -0.053 0.803
O -2.5483 4.3811 4.0900 0.073 -0.025 0.020 -0.568
C -3.7401 5.0666 6.3547 -0.023 0.083 0.102 -0.274
H -3.8074 1.8022 4.7297 -0.046 0.020 -0.034 0.029
H -2.8750 2.4295 6.1147 0.010 0.052 -0.004 0.060
H -4.6682 2.4060 6.1675 -0.005 0.045 0.008 0.043
H -2.8284 4.7843 6.8822 0.016 -0.032 -0.044 0.059
H -4.6236 4.8186 6.9447 0.065 0.036 0.016 0.008
H -3.7177 6.1315 6.1288 0.000 -0.013 -0.055 0.048
C 3.8776 -3.8463 5.5532 -0.014 0.012 0.113 -0.257
S 3.8592 -5.2286 4.4036 0.026 0.046 -0.223 0.760
O 2.4714 -5.7641 4.3918 -0.030 -0.030 0.142 -0.542
C 4.8400 -6.3394 5.4133 0.035 -0.035 0.103 -0.260
H 3.2807 -3.0470 5.1176 -0.011 -0.020 -0.028 0.040
H 3.4438 -4.1557 6.5043 -0.020 -0.022 -0.016 0.059
H 4.9040 -3.5064 5.6913 0.002 0.007 -0.024 0.055
H 4.3470 -6.4845 6.3749 -0.038 0.012 -0.019 0.058
H 5.8367 -5.9200 5.5466 0.013 -0.013 -0.045 0.059
H 4.9132 -7.2854 4.8818 0.014 0.026 -0.051 0.044
C 4.6410 -6.5248 -0.2337 0.063 -0.063 -0.166 -0.263
S 4.7300 -7.0778 1.4680 -0.190 0.066 0.077 0.769
O 6.1209 -6.8562 1.9519 0.027 -0.024 0.012 -0.554
C 4.5712 -8.8308 1.1065 0.057 -0.084 -0.049 -0.264
H 4.7549 -5.4442 -0.2479 -0.022 0.033 0.057 0.014
H 5.4393 -6.9815 -0.8191 0.062 0.034 0.054 0.061
H 3.6654 -6.7890 -0.6426 -0.031 0.020 0.057 0.058
H 5.3815 -9.1394 0.4459 0.017 0.029 0.006 0.059
H 3.6031 -9.0152 0.6414 -0.011 0.011 0.017 0.053
H 4.6341 -9.3715 2.0485 -0.001 0.026 0.018 0.046
C -0.7418 -0.3732 -2.9093 0.003 -0.179 -0.220 -0.265
S -1.4053 1.2809 -3.0949 0.010 0.067 0.106 0.805
O -2.8387 1.1334 -3.4674 -0.014 -0.033 -0.049 -0.553
C -0.5081 1.6829 -4.5958 0.058 -0.012 -0.121 -0.276
H -1.2090 -0.8179 -2.0371 0.001 0.026 0.027 0.033
H -0.9728 -0.9597 -3.7998 -0.032 0.085 -0.045 0.063
H 0.3347 -0.3172 -2.7528 -0.004 0.011 0.050 0.060
H -0.7496 0.9581 -5.3735 -0.031 -0.008 0.016 0.053
H 0.5625 1.6803 -4.3936 0.002 0.019 0.002 0.058
H -0.8121 2.6780 -4.9131 -0.008 0.013 0.037 0.042
C -1.4816 3.9075 -8.3286 0.001 0.111 0.037 -0.261
S -0.3758 2.4936 -8.3866 -0.098 -0.080 0.034 0.784
O 0.9207 2.9242 -7.7983 0.014 0.035 0.028 -0.554
C -0.1776 2.4991 -10.1686 0.168 -0.033 -0.116 -0.277
H -1.7036 4.1106 -7.2827 0.005 -0.039 0.010 0.043
H -0.9932 4.7680 -8.7844 0.013 -0.026 -0.038 0.058
H -2.4022 3.6675 -8.8599 0.000 -0.009 0.001 0.052
H 0.2100 3.4641 -10.4894 -0.051 0.027 0.011 0.044
H -1.1437 2.3079 -10.6346 -0.009 -0.007 0.015 0.036
H 0.5212 1.7071 -10.4321 -0.013 -0.037 0.077 0.052
C -3.2983 3.7974 -12.7644 -0.087 0.013 0.021 -0.267
S -1.7069 4.5780 -13.0617 0.049 -0.035 -0.075 0.804
O -1.2313 5.1074 -11.7563 -0.079 0.038 0.056 -0.556
C -2.3533 5.9749 -13.9853 -0.055 0.062 -0.043 -0.270
H -3.1268 2.9118 -12.1561 0.027 -0.004 -0.009 0.039
H -3.9492 4.4917 -12.2332 0.029 0.019 0.012 0.061
H -3.7420 3.5058 -13.7161 0.014 -0.016 -0.003 0.054
H -3.0691 6.5169 -13.3678 0.018 -0.014 0.033 0.059
H -2.8261 5.6167 -14.8996 0.018 -0.007 -0.008 0.054
H -1.5147 6.6211 -14.2346 0.024 -0.019 0.016 0.051
C -7.8161 4.5776 9.9574 0.001 0.063 0.067 -0.269
S -7.6988 3.9866 8.2668 -0.084 -0.069 -0.024 0.822
O -6.2493 3.8206 7.9713 0.006 -0.019 0.024 -0.565
C -8.2127 5.5179 7.4843 -0.016 0.085 -0.015 -0.266
H -7.4885 3.7727 10.6116 0.006 -0.023 -0.026 0.050
H -7.1690 5.4452 10.0842 0.019 -0.009 -0.031 0.060
H -8.8520 4.8332 10.1793 -0.006 -0.017 -0.003 0.054
H -7.5386 6.3212 7.7813 0.024 -0.024 0.012 0.060
H -9.2373 5.7470 7.7763 -0.007 -0.014 -0.008 0.054
H -8.1622 5.3708 6.4075 0.012 -0.034 0.002 0.053
C 7.5015 -2.8621 -0.0093 0.062 0.026 0.081 -0.258
S 6.6496 -3.6573 -1.3747 -0.057 -0.021 -0.054 0.783
O 7.4387 -4.8651 -1.7406 0.012 -0.028 0.004 -0.550
C 6.9969 -2.3949 -2.5909 0.008 0.035 0.008 -0.273
H 7.4297 -3.5233 0.8526 -0.014 -0.034 -0.025 0.049
H 8.5471 -2.7093 -0.2763 -0.003 -0.020 -0.027 0.058
H 7.0166 -1.9105 0.2098 -0.014 -0.003 -0.014 0.050
H 8.0753 -2.2672 -2.6869 0.009 -0.041 0.025 0.063
H 6.5285 -1.4577 -2.2911 0.034 -0.055 -0.055 0.010
H 6.5795 -2.7210 -3.5414 -0.020 -0.056 0.025 0.055
C 6.4658 2.5911 -0.9801 0.068 0.054 0.039 -0.269
S 5.6074 1.7976 -2.3419 -0.120 -0.012 -0.007 0.824
O 6.4109 0.6001 -2.7188 0.019 0.178 0.042 -0.562
C 5.9607 3.0617 -3.5646 0.048 0.067 -0.044 -0.267
H 6.3995 1.9304 -0.1184 -0.028 -0.020 -0.013 0.049
H 7.5101 2.7458 -1.2507 -0.003 -0.025 -0.029 0.059
H 5.9812 3.5401 -0.7521 -0.019 -0.010 0.007 0.055
H 7.0396 3.1837 -3.6584 0.006 -0.034 0.016 0.059
H 5.4909 3.9973 -3.2621 -0.020 -0.008 -0.002 0.055
H 5.5408 2.7308 -4.5118 -0.018 -0.027 0.012 0.052
```
Positions in Å, forces in eV/Å.

***

Entry 3:
Here is an isolated ion of composition C5H7Cl2N2 and charge +1 at a distorted geometry from the Open Molecules 2025 dataset. Energies are from ωB97M-V/def2-TZVPD.

As for the molecular weight: 166.031 g mol⁻¹. Its frontier orbital gap is 8.67 eV. As for the relative energy (zero: lowest compared OMol25 entry of this formula, charge and spin): 0.0 kcal per mole. The net charge is +1. The LUMO energy is -4.70 eV. Its SMILES is C=C(Cl)/C(Cl)=C\C(N)=[NH2+].

```
16
Properties=species:S:1:pos:R:3:forces:R:3:nbo_charge:R:1
C -1.1816 -1.4698 -1.9104 -1.999 3.456 -0.349 -0.304
C -0.1302 -0.9432 -1.3228 -0.696 1.010 -1.343 -0.175
Cl 1.0297 -2.0116 -0.7252 1.184 -0.418 0.882 0.074
C 0.1748 0.5292 -1.3640 0.355 -1.304 1.425 0.050
Cl 0.0270 1.2238 -2.9078 0.263 0.361 0.401 0.152
C 0.6123 1.1272 -0.2289 -1.488 -2.445 -0.993 -0.356
C 0.4199 0.5539 1.1129 -1.056 1.250 1.140 0.560
N 1.3360 0.8376 2.0787 -0.753 -0.972 -0.890 -0.726
N -0.7987 0.0928 1.4788 1.319 -1.455 3.194 -0.727
H -2.0649 -0.9094 -2.3189 1.368 -0.103 0.249 0.227
H -1.3712 -2.4513 -1.8456 -0.313 -3.617 0.060 0.216
H 0.9878 2.0677 -0.2904 1.109 2.751 0.107 0.255
H 2.1892 1.3233 1.7853 -0.444 -0.597 0.375 0.441
H 1.2763 0.4108 3.0235 0.135 0.724 -1.075 0.433
H -1.6436 -0.0797 0.9273 1.031 0.258 -0.281 0.457
H -0.8629 -0.3014 2.5075 -0.014 1.101 -2.901 0.424
```
Positions in Å, forces in eV/Å.